(1)
This record from the OMol25 dataset describes a 2-piece molecular cluster, C3H10NO2 overall at a distorted geometry. The level of theory is the ωB97M-V functional and the def2-TZVPD basis.

max |F|	4.0	eV/Å
LUMO energy	4.2	eV
HOMO energy	-3.07	eV
frontier orbital gap	7.27	eV
ΔE to the lowest compared entry with this formula, charge and spin	197.2	kJ/mol
charge	-1

CARTESIAN COORDINATES (ANGSTROEM)
C1 -1.385 -0.733 0.824
N1 -0.529 0.236 0.014
C2 0.583 0.957 0.626
C3 1.754 -0.013 1.089
O1 2.031 -0.841 0.063
H1 -2.506 -0.747 0.620
H2 -1.014 -1.801 0.788
H3 -1.337 -0.516 1.900
H4 0.259 -0.469 -0.384
H5 0.947 1.758 -0.103
H6 0.286 1.507 1.581
H7 2.591 0.569 1.447
H8 1.399 -0.494 1.987
H9 -1.392 0.197 -3.064
H10 -1.303 0.605 -1.471
O2 -2.024 0.400 -2.393



(2)
This record from the OMol25 dataset describes C3H3MgO3Rb as an isolated structure at a distorted geometry. The level of theory is the ωB97M-V functional and the def2-TZVPD basis.

max |F|	2.7	eV/Å
LUMO energy	-9.5	eV
HOMO energy	-16.72	eV
frontier orbital gap	7.19	eV
ΔE to the lowest compared entry with this formula, charge and spin	111.0	kJ/mol
charge	+2

CARTESIAN COORDINATES (ANGSTROEM)
O1 0.468 0.994 0.768
Rb1 2.616 -0.626 2.852
C1 -0.792 0.249 0.927
C2 0.017 0.349 -0.399
O2 -0.384 -1.105 1.035
C3 0.066 -1.157 -0.364
H1 1.003 -1.699 -0.538
H2 -0.686 -1.637 -0.998
H3 0.188 1.574 -1.948
Mg1 -2.010 1.862 0.031
O3 -0.486 1.195 -1.367



(3)
This record from the OMol25 dataset describes C25H61N4Na2O11 as an isolated structure at a distorted geometry. The level of theory is the ωB97M-V functional and the def2-TZVPD basis.

max |F|	3.1	eV/Å
LUMO energy	-5.5	eV
HOMO energy	-9.45	eV
frontier orbital gap	3.96	eV
ΔE to the lowest compared entry with this formula, charge and spin	834.5	kJ/mol
charge	+1

CARTESIAN COORDINATES (ANGSTROEM)
Na1 -3.567 -1.926 0.605
Na2 -2.422 2.793 -1.464
O1 1.600 -2.833 -1.312
C1 0.660 -2.298 -0.561
O2 0.502 -2.851 0.550
O3 0.081 -1.266 -0.906
H1 1.809 -3.488 -0.643
C2 0.390 -6.408 -8.613
O4 0.795 -5.100 -8.151
C3 0.048 -4.779 -7.024
C4 0.836 -3.704 -6.276
N1 1.104 -2.575 -7.121
C5 1.966 -1.635 -6.357
C6 3.433 -2.028 -6.127
O5 4.259 -1.866 -7.279
C7 5.595 -2.214 -7.038
H2 0.759 -6.679 -9.602
H3 -0.664 -6.581 -8.832
H4 0.792 -7.161 -7.935
H5 -0.157 -5.596 -6.332
H6 -0.887 -4.356 -7.391
H7 1.684 -4.171 -5.776
H8 0.160 -3.244 -5.555
H9 1.689 -2.985 -7.835
H10 1.483 -1.452 -5.397
H11 1.892 -0.658 -6.834
H12 3.449 -3.071 -5.811
H13 3.809 -1.447 -5.285
H14 6.011 -1.729 -6.155
H15 6.200 -1.835 -7.862
H16 5.735 -3.291 -6.949
C8 1.977 2.351 4.888
O6 0.997 2.758 5.765
C9 -0.030 1.812 6.048
C10 -0.993 1.523 4.898
N2 -1.842 2.674 4.534
C11 -1.148 3.997 4.305
C12 -2.206 5.007 3.809
O7 -3.331 5.229 4.654
C13 -3.023 5.442 6.049
H17 1.687 2.163 3.854
H18 2.354 1.372 5.183
H19 2.839 3.017 4.912
H20 -0.528 2.276 6.900
H21 0.320 0.863 6.455
H22 -1.686 0.742 5.211
H23 -0.528 1.019 4.050
H24 -2.424 2.402 3.755
H25 -0.355 4.067 3.561
H26 -0.661 4.504 5.138
H27 -2.588 4.812 2.807
H28 -1.695 5.965 3.710
H29 -2.388 6.327 6.095
H30 -2.572 4.588 6.553
H31 -3.988 5.587 6.536
C14 1.195 4.422 -1.548
O8 -0.011 5.051 -1.918
C15 0.122 6.245 -2.722
C16 -1.233 6.828 -3.133
N3 -2.196 6.859 -2.064
C17 -3.557 7.079 -2.574
C18 -4.569 7.127 -1.458
O9 -4.095 8.177 -0.546
C19 -5.006 8.739 0.361
H32 1.020 3.727 -0.726
H33 1.968 5.147 -1.293
H34 1.508 3.854 -2.424
H35 0.767 6.078 -3.584
H36 0.750 6.934 -2.157
H37 -1.617 6.301 -4.007
H38 -1.050 7.876 -3.373
H39 -1.995 7.504 -1.313
H40 -3.857 6.305 -3.281
H41 -3.511 7.993 -3.167
H42 -4.644 6.176 -0.931
H43 -5.554 7.265 -1.905
H44 -4.667 9.583 0.961
H45 -5.429 7.980 1.019
H46 -5.806 9.176 -0.237
C20 -1.953 -4.132 6.929
O10 -0.576 -4.321 6.604
C21 -0.326 -5.440 5.677
C22 1.107 -5.452 5.133
N4 1.188 -6.257 3.915
C23 2.576 -6.569 3.600
C24 2.677 -7.564 2.416
O11 2.215 -6.915 1.233
C25 2.477 -7.595 0.039
H47 -2.400 -4.935 7.514
H48 -2.613 -4.151 6.061
H49 -2.207 -3.206 7.445
H50 -1.066 -5.407 4.878
H51 -0.449 -6.392 6.194
H52 1.797 -5.766 5.917
H53 1.407 -4.422 4.940
H54 0.770 -5.721 3.168
H55 3.000 -7.005 4.504
H56 3.079 -5.612 3.458
H57 2.177 -8.516 2.594
H58 3.750 -7.705 2.286
H59 3.536 -7.785 -0.136
H60 2.078 -7.054 -0.819
H61 1.987 -8.568 0.065



(4)
This record from the OMol25 dataset describes the molecule C21H19N3O3S at a distorted geometry. The level of theory is the ωB97M-V functional and the def2-TZVPD basis.

max |F|	1.2	eV/Å
LUMO energy	-0.6	eV
HOMO energy	-8.11	eV
frontier orbital gap	7.47	eV
ΔE to the lowest compared entry with this formula, charge and spin	85.4	kJ/mol
SMILES string	C[C@@H](C(=O)Nc1sc2c(c1C#N)CCCCC2)N1C(=O)c2ccccc2C1=O

CARTESIAN COORDINATES (ANGSTROEM)
C1 -3.133 2.487 1.547
C2 -2.647 1.116 2.010
C3 -2.345 0.290 0.758
O1 -3.163 -0.413 0.212
N1 -1.104 0.490 0.236
C4 -0.657 -0.227 -0.853
S1 -1.705 -1.249 -1.748
C5 -0.393 -1.683 -2.816
C6 0.776 -1.074 -2.486
C7 0.632 -0.226 -1.346
C8 1.647 0.519 -0.738
N2 2.447 1.142 -0.195
C9 2.063 -1.243 -3.229
C10 1.944 -0.835 -4.701
C11 1.215 -1.859 -5.571
C12 -0.285 -1.978 -5.306
C13 -0.624 -2.616 -3.954
N3 -1.477 1.166 2.877
C14 -0.793 -0.021 3.161
O2 -1.077 -1.092 2.689
C15 0.290 0.347 4.093
C16 1.286 -0.417 4.666
C17 2.183 0.228 5.511
C18 2.081 1.587 5.767
C19 1.077 2.356 5.186
C20 0.187 1.716 4.349
C21 -0.971 2.253 3.592
O3 -1.396 3.377 3.584
H1 -2.340 3.026 1.033
H2 -3.466 3.085 2.390
H3 -3.965 2.344 0.862
H4 -3.457 0.598 2.542
H5 -0.425 1.074 0.707
H6 2.829 -0.632 -2.746
H7 2.383 -2.288 -3.174
H8 1.437 0.130 -4.768
H9 2.952 -0.707 -5.101
H10 1.353 -1.573 -6.617
H11 1.681 -2.838 -5.437
H12 -0.747 -0.990 -5.363
H13 -0.722 -2.596 -6.093
H14 -1.673 -2.917 -3.948
H15 -0.016 -3.516 -3.822
H16 1.359 -1.473 4.461
H17 2.975 -0.341 5.976
H18 2.794 2.058 6.426
H19 0.991 3.414 5.378



(5)
This record from the OMol25 dataset describes an isolated ion of composition C2HO5S and charge -1 at a distorted geometry. The level of theory is the ωB97M-V functional and the def2-TZVPD basis.

max |F|	2.7	eV/Å
LUMO energy	3.5	eV
HOMO energy	-4.64	eV
frontier orbital gap	8.17	eV
ΔE to the lowest compared entry with this formula, charge and spin	25.7	kJ/mol
charge	-1

CARTESIAN COORDINATES (ANGSTROEM)
C1 0.146 0.808 1.226
C2 0.319 -0.594 0.676
O1 0.651 1.377 0.228
O2 -0.294 1.324 2.206
O3 0.257 -1.879 -1.583
O4 -1.048 0.371 -1.574
O5 1.203 -1.364 0.941
S1 -0.790 -1.102 -0.901
H1 -0.445 1.059 -1.219



What did the fourth record say?
This record from the OMol25 dataset describes the molecule C21H19N3O3S at a distorted geometry. The level of theory is the ωB97M-V functional and the def2-TZVPD basis.

max |F|	1.2	eV/Å
LUMO energy	-0.6	eV
HOMO energy	-8.11	eV
frontier orbital gap	7.47	eV
ΔE to the lowest compared entry with this formula, charge and spin	85.4	kJ/mol
SMILES string	C[C@@H](C(=O)Nc1sc2c(c1C#N)CCCCC2)N1C(=O)c2ccccc2C1=O

CARTESIAN COORDINATES (ANGSTROEM)
C1 -3.133 2.487 1.547
C2 -2.647 1.116 2.010
C3 -2.345 0.290 0.758
O1 -3.163 -0.413 0.212
N1 -1.104 0.490 0.236
C4 -0.657 -0.227 -0.853
S1 -1.705 -1.249 -1.748
C5 -0.393 -1.683 -2.816
C6 0.776 -1.074 -2.486
C7 0.632 -0.226 -1.346
C8 1.647 0.519 -0.738
N2 2.447 1.142 -0.195
C9 2.063 -1.243 -3.229
C10 1.944 -0.835 -4.701
C11 1.215 -1.859 -5.571
C12 -0.285 -1.978 -5.306
C13 -0.624 -2.616 -3.954
N3 -1.477 1.166 2.877
C14 -0.793 -0.021 3.161
O2 -1.077 -1.092 2.689
C15 0.290 0.347 4.093
C16 1.286 -0.417 4.666
C17 2.183 0.228 5.511
C18 2.081 1.587 5.767
C19 1.077 2.356 5.186
C20 0.187 1.716 4.349
C21 -0.971 2.253 3.592
O3 -1.396 3.377 3.584
H1 -2.340 3.026 1.033
H2 -3.466 3.085 2.390
H3 -3.965 2.344 0.862
H4 -3.457 0.598 2.542
H5 -0.425 1.074 0.707
H6 2.829 -0.632 -2.746
H7 2.383 -2.288 -3.174
H8 1.437 0.130 -4.768
H9 2.952 -0.707 -5.101
H10 1.353 -1.573 -6.617
H11 1.681 -2.838 -5.437
H12 -0.747 -0.990 -5.363
H13 -0.722 -2.596 -6.093
H14 -1.673 -2.917 -3.948
H15 -0.016 -3.516 -3.822
H16 1.359 -1.473 4.461
H17 2.975 -0.341 5.976
H18 2.794 2.058 6.426
H19 0.991 3.414 5.378